(1)
Below is a structure of composition C17H37BIrNO4P2 in a non-equilibrium geometry, with properties calculated with ωB97M-V/def2-TZVPD.

Computed properties:
**HOMO-LUMO gap (alpha / beta)**: 4.3904 / 4.5163 eV
**Charge**: +1
**E_tot**: -1837.1512 Eh
**Spin multiplicity**: 6

XYZ file:
```
63
Properties=species:S:1:pos:R:3:forces:R:3
C -3.366 -3.583 -1.171 -1.493 -2.095 -0.545
C -2.235 -2.841 -0.821 2.774 -0.981 1.626
N -2.251 -1.489 -0.924 3.373 2.097 0.870
C -3.375 -0.843 -1.285 0.594 3.326 -0.175
C -4.532 -1.547 -1.605 -2.620 -0.846 -0.839
C -4.525 -2.935 -1.567 -1.166 -0.484 -0.328
C -0.996 -3.475 -0.301 -0.201 0.405 -0.405
P -0.055 -2.323 0.757 -2.178 -2.212 0.717
Ir -0.467 -0.389 -0.355 -0.293 -0.591 -1.575
P -1.634 1.283 -1.382 -2.156 0.052 -0.456
C -3.368 0.666 -1.340 0.328 -0.632 0.304
O 0.686 -4.203 -2.140 1.436 0.681 -1.078
O 1.944 -2.097 -2.084 -0.326 1.588 0.438
H -3.293 -4.665 -1.104 -0.174 0.175 -0.127
H -5.406 -0.967 -1.892 0.071 -0.314 0.012
H -5.410 -3.498 -1.845 0.150 0.076 0.097
C -0.746 -2.393 2.425 0.138 0.242 0.336
C 1.641 -2.894 0.902 0.671 0.520 -0.090
H -3.910 1.026 -2.226 0.036 0.044 0.101
H -3.869 1.094 -0.457 0.027 0.144 -0.038
H -0.218 -3.843 -1.301 -0.932 0.493 1.561
H -1.194 -4.412 0.234 0.119 -0.018 -0.030
C -1.657 2.965 -0.738 0.305 0.183 0.168
C -1.239 1.406 -3.153 0.517 -0.096 0.068
H 1.318 -1.354 -1.661 1.681 -1.678 -1.073
H 2.860 -1.787 -2.110 -0.206 -0.038 -0.036
H 1.314 -3.327 -2.206 -1.038 -1.741 -0.161
H 0.256 -4.347 -2.993 0.176 -0.025 -0.052
H -1.044 0.292 1.010 0.283 -0.049 -0.090
H 0.679 -0.394 -1.528 -0.262 1.289 0.032
H -0.648 -3.410 2.830 0.001 0.265 -0.139
H -0.188 -1.687 3.055 -0.177 -0.177 -0.037
H -1.804 -2.102 2.412 0.282 -0.099 -0.105
H 1.653 -3.903 1.330 -0.208 0.139 -0.036
H 2.127 -2.902 -0.079 -0.158 -0.105 0.395
H 2.178 -2.201 1.558 -0.016 -0.158 -0.040
H -1.915 2.119 -3.643 0.124 -0.130 0.215
H -0.201 1.750 -3.237 -0.228 -0.058 -0.156
H -1.336 0.417 -3.619 0.007 0.243 0.156
H -2.372 3.581 -1.300 0.097 -0.259 0.053
H -1.939 2.956 0.320 0.055 -0.013 -0.222
H -0.650 3.387 -0.836 -0.254 -0.066 0.053
C 1.063 3.901 1.336 -0.284 0.118 0.149
C 2.003 2.792 0.878 0.356 0.472 0.170
C 3.189 3.455 0.207 0.474 0.053 -0.025
O 1.330 2.022 -0.128 -0.722 -1.121 0.565
B 0.959 0.801 0.453 1.525 1.179 0.681
O 1.661 0.541 1.635 -1.076 0.106 -1.106
C 2.358 1.738 2.013 0.555 0.381 0.270
C 3.836 1.405 2.105 0.345 -0.042 -0.107
C 1.886 2.123 3.405 -0.225 0.149 0.276
H 0.835 4.558 0.486 0.067 -0.169 0.198
H 1.538 4.516 2.110 -0.181 -0.159 -0.161
H 0.113 3.507 1.727 0.270 0.111 -0.045
H 2.840 4.085 -0.623 0.031 -0.190 0.223
H 3.711 4.105 0.921 -0.013 -0.145 -0.187
H 3.898 2.722 -0.195 -0.161 0.219 0.093
H 4.403 2.283 2.439 -0.046 -0.189 -0.130
H 3.988 0.613 2.848 -0.083 0.129 -0.166
H 4.243 1.063 1.147 -0.068 0.059 0.198
H 0.803 2.297 3.447 0.287 -0.042 -0.011
H 2.128 1.314 4.105 -0.063 0.167 -0.191
H 2.403 3.027 3.752 -0.152 -0.181 -0.063
```
Forces are in eV/Å.

=====

(2)
Below is a cluster of 2 separate species, C17H37BN3O5 in total, with properties calculated with ωB97M-V/def2-TZVPD.

Computed properties:
**HOMO-LUMO gap**: 6.9593 eV
**Charge**: -1
**E_tot**: -1235.3513 Eh

XYZ file:
```
63
Properties=species:S:1:pos:R:3:forces:R:3
C -6.319 2.303 -1.890 -0.277 -0.267 0.589
C -6.106 0.963 -1.151 0.270 0.528 -0.590
C -4.623 0.639 -0.985 -0.361 -0.078 0.522
C -4.389 -0.741 -0.369 -0.168 -0.108 -0.584
C -2.964 -1.320 -0.522 -0.238 0.217 0.440
C -1.833 -0.310 -0.688 0.579 -0.370 0.209
C -1.418 0.406 0.605 -0.413 0.054 -0.312
C -0.843 -0.469 1.717 0.458 0.374 0.210
C 0.575 -1.012 1.440 -0.889 -0.174 0.070
C 0.551 -2.370 0.712 0.630 0.117 -0.003
C 1.611 -2.591 -0.386 -0.579 -0.309 0.292
N 1.487 -1.612 -1.478 -0.233 -0.025 -0.265
O 2.249 -0.436 -1.166 0.144 -0.088 -0.008
C 1.920 0.631 -2.024 -0.621 0.208 0.074
C 1.788 1.901 -1.189 0.211 0.233 -0.574
B 1.312 -4.017 -1.021 0.600 -0.120 -0.239
N 1.573 -5.289 -0.315 -0.468 0.073 -0.078
O 0.691 -4.086 -2.282 -0.361 -0.322 0.555
C 3.064 -2.668 0.159 0.178 0.134 -0.320
O 3.791 -3.468 -0.468 0.107 -0.264 -0.635
O 3.373 -1.919 1.090 0.018 0.317 0.824
H -7.263 2.278 -2.434 0.036 0.118 -0.151
H -6.398 3.109 -1.160 0.161 0.164 -0.115
H -5.500 2.523 -2.572 -0.023 0.004 -0.124
H -6.593 1.042 -0.179 -0.113 -0.344 0.023
H -6.578 0.179 -1.747 -0.068 -0.182 0.223
H -4.151 0.720 -1.964 0.137 -0.008 0.007
H -4.195 1.389 -0.314 0.251 0.145 -0.274
H -4.719 -0.726 0.672 0.139 0.064 0.093
H -5.076 -1.426 -0.879 -0.042 -0.088 0.120
H -2.755 -1.896 0.382 0.059 -0.161 -0.073
H -2.954 -2.049 -1.334 0.022 0.134 -0.173
H -0.954 -0.854 -1.044 0.035 0.055 -0.093
H -2.039 0.433 -1.460 -0.178 0.006 -0.028
H -2.273 0.974 0.991 -0.037 -0.029 0.048
H -0.673 1.151 0.316 0.092 0.040 0.158
H -1.518 -1.283 1.993 -0.063 -0.044 -0.056
H -0.779 0.170 2.605 -0.076 -0.010 0.038
H 1.074 -1.152 2.395 0.218 0.055 -0.035
H 1.132 -0.264 0.883 0.142 -0.091 -0.071
H 0.735 -3.148 1.458 -0.082 -0.083 -0.014
H -0.437 -2.581 0.288 -0.119 0.204 0.010
H 1.962 -2.018 -2.283 0.197 0.005 0.074
H 2.679 0.776 -2.804 0.143 -0.181 0.050
H 0.983 0.423 -2.549 -0.067 -0.204 0.139
H 1.617 1.679 -0.141 -0.065 -0.130 0.004
H 2.687 2.503 -1.258 0.054 0.032 0.184
H 0.969 2.533 -1.537 -0.062 -0.026 -0.011
H 0.650 -5.671 -0.094 0.069 -0.050 0.092
H 1.933 -5.947 -1.004 0.163 -0.024 0.085
H -0.017 -3.430 -2.282 0.387 0.419 -0.454
C 4.933 4.429 2.025 -0.030 0.045 -0.039
C 3.859 3.518 1.471 -0.074 -0.414 -0.024
O 3.121 3.861 0.560 0.126 0.509 0.197
N 3.746 2.280 2.014 -0.010 0.268 0.076
C 4.526 1.682 3.079 -0.123 -0.168 -0.185
H 4.895 5.369 1.484 -0.050 -0.012 -0.040
H 4.765 4.624 3.085 0.080 -0.036 0.021
H 5.921 3.986 1.895 0.006 -0.007 0.084
H 3.025 1.714 1.591 0.103 -0.130 -0.040
H 5.024 0.784 2.713 0.006 -0.019 0.056
H 3.872 1.398 3.906 0.068 0.000 0.048
H 5.274 2.378 3.447 0.000 0.044 -0.005
```
Forces are in eV/Å.

=====

(3)
Below is a cluster of 6 separate species, C17H37Br10NO in total in a non-equilibrium geometry, with properties calculated with ωB97M-V/def2-TZVPD.

Computed properties:
**HOMO-LUMO gap**: 9.4832 eV
**SMILES**: CC[C@@H](C)[C@@H](CN)OC.BrCCBr.BrCCBr.BrCCBr.BrCCBr.BrCCBr
**Charge**: 0
**E_tot**: -26540.0381 Eh

XYZ file:
```
66
Properties=species:S:1:pos:R:3:forces:R:3
C -1.914 0.261 2.858 0.208 0.776 0.311
C -0.895 0.859 1.857 0.143 -0.953 0.916
C -0.521 -0.085 0.699 -0.537 1.075 -1.067
C -1.703 -0.466 -0.225 0.507 -0.455 -0.230
C 0.548 0.624 -0.187 -0.569 -0.185 0.480
C 0.085 2.015 -0.733 0.768 0.275 -0.183
N 1.029 3.095 -0.330 -0.819 -0.274 -0.442
O 1.724 0.742 0.595 -0.139 -0.722 -0.283
C 2.817 0.049 0.023 0.614 0.457 0.386
H -2.082 1.017 3.646 -0.029 -0.244 -0.191
H -2.894 0.053 2.415 0.279 -0.163 -0.029
H -1.518 -0.621 3.379 -0.162 0.018 -0.380
H 0.034 1.041 2.421 -0.224 0.093 -0.191
H -1.262 1.843 1.541 0.027 -0.311 -0.265
H -0.065 -1.018 1.061 -0.080 0.291 0.180
H -2.452 -1.107 0.258 0.054 0.391 0.027
H -2.172 0.400 -0.711 -0.048 -0.128 0.390
H -1.279 -1.070 -1.046 -0.226 0.137 0.218
H 0.737 -0.022 -1.061 0.063 0.113 0.247
H -0.940 2.282 -0.441 0.146 -0.390 -0.092
H 0.118 1.978 -1.831 -0.162 -0.090 0.279
H 0.968 3.778 -1.076 0.206 0.251 0.120
H 0.635 3.547 0.489 0.372 -0.018 -0.012
H 2.548 -0.924 -0.414 -0.126 0.282 -0.027
H 3.543 -0.137 0.827 -0.323 0.005 -0.467
H 3.292 0.708 -0.723 -0.027 -0.436 -0.055
Br 7.147 -1.456 1.203 -0.041 0.090 -0.046
C 7.487 0.357 1.831 0.176 -0.243 0.044
C 6.699 0.665 3.077 -0.208 0.271 -0.002
Br 4.826 0.999 2.664 0.225 0.073 0.296
H 7.255 1.025 1.007 -0.060 0.010 0.057
H 8.555 0.393 2.035 -0.036 0.010 0.037
H 7.060 1.582 3.539 0.047 -0.023 -0.048
H 6.725 -0.139 3.806 0.052 -0.026 -0.069
Br -0.080 5.458 2.081 -0.028 0.208 0.176
C -0.489 7.079 1.080 -0.196 -0.262 0.022
C 0.152 7.062 -0.282 0.193 0.267 -0.040
Br 2.060 7.434 -0.179 -0.064 -0.098 -0.024
H -0.168 7.916 1.692 0.059 -0.007 -0.064
H -1.574 7.093 0.991 0.031 0.005 -0.047
H -0.261 7.852 -0.907 -0.035 -0.013 0.051
H 0.043 6.108 -0.789 -0.042 -0.007 0.073
Br -0.652 -3.087 -3.050 0.085 0.017 -0.048
C 0.937 -4.212 -3.023 -0.265 -0.035 0.124
C 2.064 -3.551 -2.275 0.241 0.019 -0.177
Br 2.898 -2.148 -3.338 -0.064 0.006 0.080
H 1.182 -4.435 -4.057 0.048 0.049 0.023
H 0.629 -5.127 -2.520 0.041 0.030 0.021
H 2.859 -4.267 -2.073 -0.047 -0.019 -0.019
H 1.745 -3.094 -1.343 -0.061 -0.029 -0.037
Br -3.086 -5.443 -5.062 0.000 0.047 -0.015
C -3.448 -3.815 -6.066 -0.148 -0.241 0.073
C -2.789 -3.845 -7.420 0.171 0.241 -0.032
Br -0.874 -3.511 -7.289 -0.043 -0.079 -0.025
H -3.117 -2.984 -5.450 0.071 -0.011 -0.058
H -4.531 -3.779 -6.169 0.034 0.004 -0.053
H -3.176 -3.047 -8.050 -0.022 -0.005 0.051
H -2.909 -4.797 -7.929 -0.028 -0.006 0.074
Br -7.389 -1.720 4.768 0.045 -0.092 -0.007
C -5.686 -2.438 5.384 -0.181 0.221 0.110
C -4.529 -1.839 4.628 0.196 -0.197 -0.125
Br -4.370 -2.603 2.844 -0.070 0.022 0.019
H -5.745 -3.517 5.285 0.053 0.026 -0.054
H -5.630 -2.174 6.438 0.050 0.015 -0.036
H -3.589 -2.072 5.124 -0.044 -0.008 0.028
H -4.613 -0.763 4.504 -0.054 -0.027 0.029
```
Forces are in eV/Å.